1.
Computed, not measured: a 7-piece molecular cluster, C10H35BBrN12O8 overall at a distorted geometry, with ωB97M-V/def2-TZVPD.

Last column: Löwdin charge in e.
Element x y z (Å)
C1 -2.410 -4.551 -3.761  -0.677
O1 -2.224 -3.964 -2.710  0.027
N1 0.313 -4.454 -0.484  0.173
H1 1.229 -4.780 -0.723  0.093
H2 -2.990 -6.359 -4.655  0.087
N2 0.711 5.608 -2.585  0.162
O2 -1.150 -3.687 1.080  0.014
H3 1.902 -4.450 1.520  0.094
H4 -0.502 -0.500 3.988  0.064
O3 -1.306 1.296 3.076  -0.205
C2 -2.552 0.868 2.588  -0.283
C3 -0.274 3.060 1.768  -0.219
N3 1.979 -1.495 -4.237  0.164
H5 -2.509 -0.210 2.534  0.107
H6 -3.432 1.062 4.541  0.076
H7 0.703 2.621 1.943  0.054
H8 -0.659 -2.711 3.858  0.070
H9 2.112 -1.385 -3.245  0.050
H10 -2.986 -6.314 -2.928  0.101
H11 -0.692 2.552 0.904  0.091
O4 2.251 -1.207 -1.142  -0.029
H12 1.225 -1.019 -4.692  0.099
H13 -0.384 -4.377 -1.208  0.078
H14 0.638 5.385 -1.603  0.060
H15 0.671 0.156 1.264  0.085
H16 -2.048 3.249 2.870  0.107
C4 -0.037 -4.091 0.781  -0.701
H17 -1.895 -3.004 -4.972  0.104
H18 -2.353 -4.418 -5.852  0.091
O5 0.367 -1.852 6.741  0.013
H19 0.737 -3.895 2.652  0.068
N4 -0.368 -2.824 4.812  0.142
H20 2.969 1.166 -1.261  0.105
H21 0.161 5.093 -3.244  0.097
N5 -0.150 -0.565 4.923  0.170
N6 -2.831 -5.855 -3.805  0.145
C5 1.482 6.621 -3.079  -0.694
H22 -4.080 2.206 3.328  0.062
C6 1.881 -0.303 -0.389  -0.661
N7 2.319 0.976 -0.522  0.177
H23 2.044 1.725 0.090  0.092
H24 0.079 0.286 5.400  0.107
H25 -0.352 -3.739 5.221  0.097
O6 2.622 -2.424 -6.211  -0.004
O7 1.518 6.910 -4.269  -0.013
H26 -0.847 5.239 2.380  0.054
N8 1.006 -0.547 0.625  0.186
C7 -0.009 -1.745 5.585  -0.681
H27 2.754 8.077 -2.442  0.092
H28 -4.504 0.498 3.305  0.067
O8 -0.708 5.027 0.174  -0.132
H29 3.941 -2.779 -3.336  0.088
H30 -2.773 1.288 1.611  0.118
B1 -0.183 4.684 1.514  -1.086
H31 0.695 -1.497 0.726  0.076
H32 4.417 -3.478 -4.848  0.092
N9 -2.211 -3.956 -4.975  0.153
H33 2.178 7.065 -1.163  0.069
H34 -1.561 5.463 0.263  0.053
C8 -1.114 2.714 2.963  -0.248
N10 0.961 -4.169 1.715  0.153
Br1 1.744 5.343 1.713  0.460
C9 -3.718 1.209 3.511  -0.073
C10 2.783 -2.276 -5.007  -0.694
N11 3.796 -2.894 -4.322  0.143
H35 -0.572 3.025 3.840  0.122
N12 2.198 7.303 -2.137  0.149

Results
**Kohn-Sham gap**: 7.64 eV
**E_HOMO**: -5.72 eV
**Net charge**: -1



2.
Computed, not measured: C10H35FN13O7V as an isolated structure at a distorted geometry, with ωB97M-V/def2-TZVPD.

Last column: Löwdin charge in e.
Element x y z (Å)
N1 -1.066 0.775 -4.463  0.218
N2 -2.650 -3.968 1.978  0.177
H1 0.383 -2.101 -1.085  0.063
H2 6.010 -1.166 0.945  0.096
N3 -1.785 0.438 2.527  0.139
H3 1.356 -3.345 -0.258  0.092
H4 2.748 -0.537 -1.987  0.108
C1 -3.096 0.586 2.198  -0.721
N4 2.406 1.065 2.753  0.226
C2 -4.309 -0.954 -2.372  -0.695
N5 -1.187 -2.603 0.899  0.158
H5 2.188 0.132 2.443  0.102
C3 -2.484 -2.811 1.292  -0.631
H6 3.528 3.192 3.175  0.129
N6 -4.754 -1.709 -1.335  0.169
N7 3.251 3.090 2.214  0.220
H7 -0.431 5.581 -0.478  0.132
O1 0.477 0.561 -2.766  -0.110
H8 3.238 3.905 1.625  0.130
H9 -2.472 -0.672 -1.371  0.061
H10 -0.992 -1.716 0.461  0.050
H11 4.287 -1.813 -0.503  0.142
N8 2.386 -0.204 -1.096  -0.007
F1 -0.211 0.526 -0.013  -0.408
N9 -3.011 -0.551 -2.206  0.147
N10 -1.099 5.049 0.053  0.212
O2 -4.946 -0.768 -3.392  0.034
C4 5.316 -1.218 1.789  -0.063
N11 -3.257 1.067 0.940  0.166
C5 0.152 0.475 -3.983  -0.556
H12 -2.038 -4.761 1.969  0.108
H13 3.207 0.276 -0.705  0.098
H14 -1.878 3.715 2.017  0.141
V1 1.087 1.575 -1.082  1.323
C6 -0.629 3.832 0.414  -0.572
H15 3.483 -2.875 0.729  0.145
O3 -3.420 -2.079 1.020  0.024
H16 -5.674 -2.088 -1.471  0.115
C7 1.388 -2.435 -0.850  -0.035
H17 -1.198 0.234 1.731  0.038
C8 3.573 -1.862 0.327  -0.182
H18 5.425 -2.226 2.200  0.100
O4 -4.001 0.408 2.979  0.072
C9 2.220 -1.373 -0.149  -0.360
H19 -4.218 -1.773 -0.466  0.040
H20 -2.581 -0.279 -3.064  0.043
H21 -1.329 0.608 -5.418  0.144
N12 -1.133 3.271 1.505  0.235
N13 1.025 -0.019 -4.885  0.218
C10 2.590 1.992 1.816  -0.583
H22 -3.532 -4.037 2.459  0.122
H23 1.678 -0.932 0.688  0.112
O5 0.204 3.246 -0.328  -0.112
O6 2.158 1.860 0.649  -0.109
O7 3.967 -1.008 1.382  -0.221
H24 -4.196 1.145 0.591  0.119
H25 -1.859 5.398 0.611  0.129
H26 1.955 -0.265 -4.604  0.123
H27 -0.481 -2.925 1.538  0.100
H28 -1.550 0.103 3.442  0.113
H29 -2.499 1.320 0.339  0.054
H30 0.687 -0.220 -5.810  0.133
H31 5.561 -0.466 2.532  0.093
H32 2.604 1.216 3.726  0.136
H33 -1.600 1.375 -3.851  0.132
H34 1.847 -2.638 -1.824  0.097
H35 -0.817 2.379 1.861  0.087

Results
**Kohn-Sham gap (alpha / beta)**: 5.04 / 6.11 eV
**E_HOMO (alpha / beta)**: -13.07 / -13.07 eV
**2S+1**: 3
**Net charge**: +2



3.
Computed, not measured: a 8-piece molecular cluster, C10H36N4O8 overall at a distorted geometry, with ωB97M-V/def2-TZVPD.

Last column: Löwdin charge in e.
Element x y z (Å)
H1 -24.408 13.063 -5.704  0.073
H2 -26.662 10.056 -5.770  0.052
H3 -27.475 7.642 -5.321  0.031
H4 -24.357 2.757 -7.936  0.072
H5 -25.170 13.929 -3.726  0.059
C1 -25.129 8.876 -6.330  -0.124
C2 -23.886 12.787 -4.788  -0.135
C3 -23.790 4.460 -7.373  -0.195
H6 -29.241 13.235 -4.873  0.092
H7 -29.268 8.443 -10.760  0.093
H8 -23.146 4.643 -8.232  0.071
C4 -29.171 7.388 -4.674  -0.331
H9 -30.928 13.051 -5.435  0.010
H10 -29.254 8.393 -5.088  0.096
H11 -27.765 9.667 -8.174  0.099
H12 -28.773 10.419 -2.228  0.073
H13 -30.908 10.407 -6.920  0.045
H14 -25.145 9.547 -7.188  0.083
N1 -28.282 9.561 -9.035  0.174
H15 -24.783 8.577 -3.400  0.087
H16 -24.354 9.040 -5.580  0.071
H17 -30.279 5.581 -4.984  0.072
H18 -27.453 10.757 -3.304  0.066
O1 -26.723 10.181 -10.458  -0.014
N2 -28.433 8.907 -11.088  0.156
N3 -30.922 11.195 -6.289  0.080
C5 -26.343 7.652 -1.959  -0.067
H19 -29.122 9.003 -8.983  0.066
H20 -25.162 7.906 -6.825  0.077
O2 -24.801 3.537 -7.595  -0.100
H21 -30.356 6.858 -6.348  0.056
H22 -26.760 6.645 -1.937  0.079
H23 -24.319 7.329 -2.250  0.094
O3 -27.948 6.837 -5.096  -0.092
H24 -28.556 12.122 -2.827  0.062
H25 -23.779 11.713 -4.942  0.061
O4 -26.368 9.145 -5.699  -0.160
N4 -29.973 12.733 -5.355  0.102
O5 -25.351 6.743 -4.022  -0.104
O6 -24.828 13.033 -3.698  -0.141
H26 -24.169 5.479 -7.296  0.070
C6 -27.780 9.587 -10.238  -0.846
H27 -23.202 4.189 -6.496  0.080
H28 -27.184 8.184 -2.405  0.040
H29 -26.170 8.192 -1.028  0.070
H30 -29.160 7.468 -3.587  0.104
H31 -27.834 11.727 -0.634  0.066
C7 -30.314 6.629 -5.283  -0.112
O7 -27.381 11.186 -1.284  -0.147
C8 -28.067 11.198 -2.519  -0.172
C9 -25.112 7.654 -2.924  -0.271
H32 -28.100 8.862 -12.041  0.122
C10 -29.779 11.534 -5.810  -0.888
H33 -31.721 11.812 -6.322  -0.011
H34 -26.285 6.874 -4.202  0.013
H35 -31.293 7.016 -5.003  0.059
H36 -22.892 13.214 -4.654  0.069
O8 -28.713 10.895 -5.777  -0.035

Results
**Kohn-Sham gap (alpha / beta)**: 2.35 / 9.45 eV
**E_HOMO (alpha / beta)**: 0.33 / -6.80 eV
**2S+1**: 2
**Net charge**: -1